Record 1
ORCA calculation (ωB97M-V/def2-TZVPD) on a 6-piece molecular cluster, C18H42N6O6 overall.

Energy relative to the best compared isomer or geometry (same formula, charge and spin) (kcal/mol): 69.4
HOMO level (eV): -9.33
Total charge: 0
Kohn-Sham gap (Ha): 0.3614
2S+1: 1

Last column: Löwdin charge in e.
Positions of all 72 atoms, in Å:
H: 1.497 8.192 -4.991  0.09
O: 0.487 10.242 -1.550  0.06
H: -2.790 0.379 8.146  0.08
C: 2.836 0.454 1.397  -0.06
H: -1.172 0.610 8.681  0.07
O: 3.621 2.884 -0.047  0.02
H: -1.197 3.126 -8.348  0.08
H: 2.761 9.266 -0.771  0.09
C: -1.464 3.673 -9.252  -0.01
H: 3.044 8.466 -2.276  0.07
H: -1.740 -1.825 12.456  0.09
H: -4.492 -5.203 2.571  0.07
H: 1.812 9.837 -5.351  0.08
N: 2.355 0.979 0.140  -0.02
N: -4.503 -4.108 0.622  0.03
H: 4.330 -11.237 2.205  0.09
H: -3.108 -4.106 -1.548  0.08
C: 2.756 2.107 -0.455  -0.56
H: -0.952 0.563 10.923  0.13
O: -3.391 2.564 -10.174  0.01
H: -4.883 -4.659 -0.134  0.13
O: 3.305 -8.562 1.142  0.02
H: -6.057 -4.694 1.952  0.07
H: -2.140 4.450 -8.894  0.08
C: 2.981 -8.774 2.327  -0.51
H: -4.128 -2.604 -1.534  0.09
C: -3.633 -3.180 0.312  -0.67
N: -1.394 1.814 -10.892  -0.01
H: -1.324 -0.008 -11.807  0.08
H: 1.473 0.636 -0.211  0.13
C: 4.720 -10.409 2.797  -0.13
H: -4.856 -3.488 2.617  0.08
C: -1.846 0.935 -11.971  -0.05
H: -0.417 1.982 -10.701  0.13
H: -0.562 4.112 -9.679  0.07
C: 1.878 9.109 -4.542  -0.12
O: -3.568 -0.839 10.330  0.04
H: -2.336 -2.561 -1.208  0.09
H: 0.171 10.105 -3.870  0.15
C: 2.721 9.416 -1.850  -0.01
H: 2.225 -7.038 3.325  0.09
H: 2.950 9.188 -4.361  0.09
H: 3.540 -9.461 4.187  0.14
H: 3.128 1.215 2.120  0.08
C: 2.023 2.433 -1.764  -0.01
H: 2.538 1.933 -2.584  0.08
H: -2.487 -0.207 12.942  0.09
H: -1.404 1.283 -12.905  0.07
C: -3.267 -3.120 -1.110  -0.01
C: -2.000 -0.097 8.726  -0.01
H: 2.017 -0.126 1.824  0.09
H: -1.811 -0.943 8.066  0.09
C: -5.011 -4.402 2.044  -0.02
C: -1.681 -0.736 12.434  -0.09
N: 1.030 9.667 -3.571  -0.01
C: 1.351 9.879 -2.282  -0.58
H: 0.999 2.068 -1.686  0.06
C: 1.855 -7.984 2.929  -0.02
H: 5.378 -10.842 3.551  0.09
O: -3.075 -2.463 1.087  0.06
C: -2.158 2.607 -10.096  -0.54
H: -2.931 0.960 -12.072  0.09
H: 1.025 -7.792 2.250  0.09
H: 1.905 3.515 -1.823  0.08
C: -2.414 -0.456 10.119  -0.55
H: 3.740 -0.068 1.084  0.09
H: 5.465 -9.952 2.145  0.09
N: 3.678 -9.586 3.195  -0.02
H: -0.826 -0.417 13.030  0.08
N: -1.513 -0.257 11.103  -0.02
H: 1.465 -8.546 3.778  0.07
H: 3.470 10.100 -2.248  0.09

=====

Record 2
ORCA calculation (ωB97M-V/def2-TZVPD) on a 7-piece molecular cluster, C18H42O11S5 overall.

Energy relative to the best compared isomer or geometry (same formula, charge and spin) (kcal/mol): 87.4
HOMO level (eV): -8.63
Total charge: 0
Kohn-Sham gap (Ha): 0.3184
2S+1: 1

Last column: Löwdin charge in e.
Positions of all 76 atoms, in Å:
H: 4.136 -2.899 -0.371  0.05
H: -2.776 -2.962 0.925  0.03
H: -5.075 7.480 1.535  0.08
O: 4.764 -1.922 -3.861  -0.56
C: -1.237 -6.963 -1.508  -0.24
H: 1.827 1.310 -3.316  0.04
H: 0.655 -1.243 3.240  0.06
C: -0.195 -6.158 -3.939  -0.22
H: 0.152 -2.457 -0.807  0.01
S: -1.270 -5.347 -2.548  0.88
H: 4.228 2.608 -5.000  0.05
H: 3.033 2.335 -6.309  0.05
C: 3.927 -2.843 -1.440  -0.27
S: -5.192 -2.889 1.632  0.87
O: -3.240 4.094 0.341  0.10
S: 5.294 -2.222 -2.523  0.82
H: 4.663 -0.533 -0.885  0.02
H: -2.024 -7.017 -0.756  0.03
H: -3.731 -2.041 -0.263  0.06
H: -4.070 5.410 2.909  0.15
C: -3.742 -2.885 0.427  -0.27
C: -0.420 1.103 0.676  -0.24
O: -0.933 4.255 0.589  0.13
C: 3.177 2.440 -5.234  -0.29
C: 3.380 1.647 5.376  -0.54
O: -0.258 -4.370 -1.900  -0.61
H: -0.352 -6.997 -0.872  0.05
H: -1.393 -7.826 -2.155  0.04
O: -2.355 5.560 1.674  0.07
H: -0.171 1.834 1.445  0.04
S: 1.747 3.298 -4.485  0.84
H: 0.017 -5.274 -4.542  0.03
H: 0.163 -0.623 4.899  0.08
H: 0.095 0.387 3.506  0.06
H: -3.699 -1.786 3.340  0.04
H: 2.873 2.433 -2.423  0.05
H: 0.759 -6.426 -3.486  0.05
H: 1.105 2.476 -2.199  0.03
C: -4.446 -1.461 2.617  -0.26
H: -4.794 5.442 0.098  0.13
C: -4.043 7.286 1.827  -0.02
H: -5.196 -1.116 3.330  0.04
H: -1.243 0.463 0.996  0.03
H: 2.813 -0.921 4.419  0.15
H: 3.477 -3.775 -1.782  0.04
H: -3.590 -3.740 -0.231  0.03
H: 2.056 1.338 2.693  0.11
H: -0.663 -6.956 -4.516  0.05
H: -3.671 7.904 2.644  0.09
C: -2.089 4.558 0.819  -0.55
H: 5.271 0.142 -2.386  0.04
H: -3.623 7.820 0.975  0.09
O: -6.318 -2.235 0.844  -0.58
H: -1.259 -1.768 -0.128  0.01
O: 1.855 0.334 -0.549  -0.59
H: -4.145 -0.569 2.068  0.05
C: 5.480 -0.589 -1.604  -0.22
H: 6.454 -0.367 -1.167  0.04
C: -4.313 4.840 0.869  -0.11
C: 0.671 -0.422 3.956  -0.02
O: 3.641 1.708 4.095  0.09
S: 0.788 -0.279 0.395  0.84
H: 3.023 -2.233 -1.443  0.03
H: 3.316 0.139 2.601  0.13
H: 3.191 1.360 -5.089  0.04
O: 3.901 2.362 6.243  0.12
H: -0.475 1.695 -0.238  0.05
C: 1.909 2.322 -2.919  -0.27
C: -0.313 -1.495 -0.596  -0.21
C: -3.788 5.774 1.921  -0.26
C: 2.859 0.873 3.264  -0.10
C: 2.175 -0.044 4.306  -0.25
O: 2.336 0.782 5.503  0.06
O: 0.532 2.692 -5.190  -0.58
H: -5.144 4.247 1.253  0.14
H: -0.493 -1.094 -1.594  0.06

=====

Record 3
ORCA calculation (ωB97M-V/def2-TZVPD) on C18H43AlN10O17P as an isolated structure.

HOMO level (eV): -3.82
Total charge: -1
Kohn-Sham gap (Ha): 0.1734
2S+1: 1

Last column: Löwdin charge in e.
Positions of all 90 atoms, in Å:
C: -2.156 -0.504 -0.130  -0.17
O: -0.667 -5.093 -7.167  0.08
O: 6.450 -1.395 -1.416  0.02
O: -5.150 -1.965 -4.965  0.07
H: -2.663 -1.463 -5.464  0.08
O: -3.365 2.368 2.990  0.06
H: -0.590 1.038 1.308  0.09
H: -3.681 -0.071 -5.946  0.11
C: -1.119 -2.445 0.896  -0.09
H: -3.579 0.926 -0.754  0.11
C: -1.236 -2.240 -1.495  -0.02
N: 5.127 0.565 4.730  -0.44
H: -3.651 -5.311 -6.945  0.10
O: 7.599 3.036 10.117  0.06
H: 2.104 -4.481 -3.304  0.10
N: 6.559 2.473 9.841  -0.46
O: -7.228 4.725 4.115  0.08
H: 1.935 -5.001 -5.013  0.09
C: 4.172 -0.534 5.041  0.05
H: 5.956 1.655 8.012  0.09
N: -4.607 -1.941 -6.048  -0.44
H: 7.872 0.752 -1.614  0.09
N: -7.806 4.443 3.088  -0.43
H: -3.022 -1.172 -7.189  0.09
C: 1.168 1.029 -0.609  -0.32
H: -3.329 0.949 0.998  0.09
H: 4.274 -1.310 4.291  0.10
C: -3.395 -1.094 -6.175  0.03
H: -0.999 2.744 1.516  0.08
H: -3.121 -0.679 -2.839  0.09
N: 2.427 -3.274 0.194  -0.45
H: 3.781 0.923 0.816  -0.11
H: 3.105 -2.022 -1.862  -0.09
H: 1.829 -0.378 1.980  -0.11
O: 3.484 -3.292 -5.698  0.04
C: -4.459 4.304 2.344  0.03
H: -3.300 -4.172 -8.277  0.09
H: 1.755 -2.899 0.857  -0.15
H: 1.294 2.605 0.850  0.08
H: 6.695 3.277 7.903  0.10
H: 6.569 1.734 -0.873  0.09
O: -2.175 4.137 2.679  0.05
H: -1.000 -2.637 -2.479  0.10
H: 3.170 -0.115 5.024  0.10
H: 5.038 3.092 8.548  0.10
H: -9.520 5.614 3.314  0.10
H: -0.826 -2.950 1.809  0.10
O: 4.945 0.154 -1.582  -0.01
H: 4.596 -2.255 -0.165  -0.07
H: -9.661 4.293 2.115  0.09
H: -2.019 -0.774 1.961  0.11
C: -0.739 1.975 0.767  -0.24
Al: 2.464 0.006 0.542  0.14
C: -9.288 4.577 3.092  0.05
O: 2.794 -2.115 -4.023  0.04
H: -4.545 5.123 3.053  0.10
O: -4.980 -2.555 -7.030  0.04
C: 6.021 2.640 8.463  0.04
C: 7.055 0.765 -0.898  0.04
H: -2.632 -5.833 -8.322  0.09
N: -3.231 3.538 2.700  -0.43
H: -2.271 2.799 -0.249  0.09
N: -1.817 1.892 -0.250  -0.03
H: 0.839 -3.754 -4.342  0.08
H: 0.366 0.388 -0.999  0.03
O: 5.130 1.521 5.489  0.02
C: 1.839 -4.177 -4.314  0.05
H: 7.396 0.475 0.092  0.10
H: 1.736 1.366 -1.491  0.04
H: 0.452 3.119 -0.652  0.09
H: -0.324 -3.897 -0.436  0.09
O: 5.915 1.781 10.602  0.05
C: -1.776 -1.225 1.004  -0.05
H: -4.326 4.674 1.331  0.10
N: 6.060 -0.247 -1.338  -0.45
C: -2.922 -5.003 -7.689  0.05
N: 2.787 -3.103 -4.717  -0.45
P: 3.233 -2.012 -0.462  0.55
H: -5.303 3.650 2.408  0.05
N: -1.716 -4.525 -6.960  -0.43
O: -7.276 4.063 2.062  0.05
O: -2.277 -0.329 -2.537  0.02
C: 0.585 2.300 0.065  -0.28
C: -2.816 0.855 0.034  -0.18
O: 5.836 0.446 3.762  0.08
C: -1.897 -1.019 -1.401  -0.29
C: -0.840 -2.947 -0.372  -0.10
H: 4.425 -0.908 6.029  0.09
O: -1.871 -3.590 -6.201  0.05
H: -9.671 3.918 3.864  0.10

=====

| no. | E_LUMO (eV) |
| --- | --- |
| 1 | 0.508 |
| 2 | 0.036 |
| 3 | 0.896 |